1.
Entry from the OMol25 dataset: a structure of composition C26H40Br2NO21 (wB97M-V/def2-TZVPD).

Values from the calculation:
energy above the lowest of the compared OMol25 structures with the same formula, charge and spin = 1883.3 kJ/mol
LUMO energy = 1.6861 eV
molar mass = 862.4 g mol⁻¹
HOMO level = -6.774 eV
charge = -1

Positions of all 90 atoms, in Å:
N (-0.030, 0.303, 0.344)
O (0.254, 1.433, 0.837)
O (0.471, -0.121, -0.681)
O (-0.911, -0.384, 0.837)
Br (-0.457, -1.468, 3.669)
C (0.246, -2.388, 2.103)
C (-0.722, -3.478, 1.551)
Br (-1.053, -4.922, 2.862)
H (1.228, -2.803, 2.332)
H (0.413, -1.602, 1.366)
H (-0.260, -3.840, 0.632)
H (-1.673, -3.017, 1.285)
C (-0.650, 3.020, 1.866)
C (-1.068, 3.753, 3.098)
C (0.114, 4.317, 3.725)
O (-0.194, 5.666, 3.833)
C (-1.296, 5.959, 3.210)
O (-1.782, 7.090, 3.158)
O (-1.796, 4.883, 2.687)
H (-0.029, 2.155, 2.097)
H (-0.154, 3.611, 1.095)
H (-1.567, 2.651, 1.406)
H (-1.621, 3.167, 3.832)
H (1.033, 4.172, 3.157)
H (0.250, 3.906, 4.725)
C (0.454, 0.712, -2.678)
C (-0.748, 1.391, -3.268)
C (-0.595, 2.843, -3.631)
O (-0.979, 2.859, -5.024)
C (-1.146, 1.621, -5.527)
O (-1.437, 1.389, -6.675)
O (-0.948, 0.708, -4.577)
H (0.508, 1.118, -1.668)
H (1.323, 1.023, -3.258)
H (0.427, -0.377, -2.712)
H (-1.570, 1.232, -2.570)
H (0.420, 3.225, -3.516)
H (-1.336, 3.410, -3.069)
C (-2.027, -1.185, -3.251)
C (-1.412, -1.508, -1.939)
C (-2.390, -1.571, -0.751)
O (-2.041, -2.720, -0.004)
C (-1.219, -3.476, -0.797)
O (-0.837, -4.616, -0.486)
O (-0.926, -2.835, -1.928)
H (-1.301, -0.901, -4.012)
H (-2.626, -0.277, -3.189)
H (-2.823, -1.869, -3.546)
H (-0.682, -0.745, -1.666)
H (-3.394, -1.721, -1.146)
H (-2.227, -0.624, -0.237)
C (-1.912, 0.780, 2.913)
C (-2.872, 0.067, 1.917)
C (-2.549, -1.404, 1.482)
O (-3.757, -2.053, 1.498)
C (-4.692, -1.268, 2.106)
O (-5.866, -1.595, 2.270)
O (-4.144, -0.007, 2.519)
H (-2.064, 0.393, 3.921)
H (-2.191, 1.831, 2.982)
H (-0.842, 0.607, 2.801)
H (-2.966, 0.679, 1.019)
H (-1.789, -1.860, 2.115)
H (-2.044, -1.468, 0.518)
C (1.949, -0.822, 1.596)
C (3.260, -0.143, 1.258)
C (4.229, -0.034, 2.489)
O (5.386, -0.807, 2.020)
C (5.168, -1.201, 0.746)
O (5.977, -1.732, 0.052)
O (3.931, -1.066, 0.449)
H (1.385, -1.078, 0.699)
H (1.358, -0.194, 2.262)
H (2.111, -1.776, 2.098)
H (3.088, 0.736, 0.637)
H (3.676, -0.474, 3.320)
H (4.382, 1.029, 2.675)
C (2.904, 0.380, -2.385)
C (2.657, -1.095, -1.964)
C (1.401, -1.720, -2.495)
O (1.750, -2.989, -2.993)
C (3.122, -3.143, -3.067)
O (3.722, -4.065, -3.509)
O (3.649, -1.968, -2.550)
H (2.651, 0.539, -3.433)
H (3.924, 0.695, -2.160)
H (2.259, 1.054, -1.821)
H (2.683, -1.180, -0.878)
H (1.158, -1.083, -3.346)
H (0.688, -1.737, -1.670)

Atomic partial charges in e from the Löwdin method, atoms 1 to 8:
1 N -0.42
2 O -0.04
3 O -0.14
4 O -0.15
5 Br 0.95
6 C -0.57
7 C -0.62
8 Br 0.62

2.
Entry from the OMol25 dataset: a structure of composition C39H34N8O4RuS5Si (wB97M-V/def2-TZVPD).

Values from the calculation:
energy above the lowest of the compared OMol25 structures with the same formula, charge and spin = 0.0 kJ/mol
LUMO energy (spin up / spin down) = 1.8609 / 0.8091 eV
molar mass = 968.2 g mol⁻¹
HOMO level (spin up / spin down) = -1.843 / -5.059 eV
charge = -1
multiplicity = 6

Positions of all 92 atoms, in Å:
Ru (0.494, -0.027, -0.693)
C (-2.546, 4.678, 1.110)
N (-2.089, 3.535, 0.317)
C (-1.453, 2.394, 0.656)
N (-1.008, 1.773, -0.408)
C (-1.471, 2.580, -1.442)
N (-2.123, 3.613, -1.015)
C (-1.380, 5.567, 1.591)
C (-1.331, 6.915, 1.192)
C (-0.230, 7.680, 1.634)
C (0.762, 7.159, 2.399)
C (0.666, 5.829, 2.885)
C (-0.403, 5.047, 2.384)
C (1.673, 5.268, 3.677)
N (2.715, 5.875, 4.268)
N (3.406, 4.907, 4.950)
C (2.759, 3.748, 4.798)
O (1.688, 3.910, 3.920)
C (3.047, 2.454, 5.342)
C (4.118, 2.296, 6.233)
C (4.360, 1.056, 6.776)
C (3.663, -0.094, 6.371)
C (2.588, 0.102, 5.475)
C (1.732, -1.080, 5.091)
N (1.618, -1.224, 3.628)
C (0.856, -0.532, 2.798)
N (1.091, -0.901, 1.544)
C (2.024, -1.879, 1.708)
N (2.390, -2.078, 2.941)
C (2.270, 1.347, 4.971)
H (-3.089, 4.290, 2.013)
H (-3.245, 5.146, 0.411)
H (-1.370, 2.090, 1.682)
H (-1.308, 2.393, -2.497)
H (-2.152, 7.282, 0.642)
H (-0.151, 8.727, 1.349)
H (1.612, 7.776, 2.668)
H (-0.496, 4.023, 2.680)
H (4.668, 3.190, 6.508)
H (5.150, 0.937, 7.560)
H (3.881, -1.055, 6.768)
H (0.723, -0.963, 5.439)
H (2.132, -2.032, 5.429)
H (0.202, 0.256, 3.112)
H (2.438, -2.453, 0.902)
H (1.498, 1.496, 4.236)
S (2.621, 1.070, -0.911)
S (5.259, 2.321, -2.494)
S (3.698, 3.186, -3.225)
S (1.970, 1.951, -2.665)
C (-6.096, -3.198, -0.836)
C (-5.096, -2.534, -1.774)
C (-4.757, -3.043, -3.036)
C (-3.936, -2.294, -3.885)
C (-3.378, -1.120, -3.427)
C (-3.652, -0.625, -2.185)
C (-4.561, -1.327, -1.373)
S (-2.120, -0.370, -4.512)
O (-1.939, -1.383, -5.573)
O (-1.175, -2.853, -2.885)
O (-0.919, -0.316, -3.485)
H (-6.844, -3.773, -1.399)
H (-6.600, -2.437, -0.228)
H (-5.595, -3.879, -0.133)
H (-5.141, -3.975, -3.416)
H (-3.640, -2.682, -4.858)
H (-3.169, 0.317, -1.835)
H (-4.873, -0.869, -0.441)
C (-0.982, -6.964, -2.667)
C (-0.489, -6.190, -1.635)
C (-0.571, -4.820, -1.660)
C (-1.027, -4.196, -2.816)
C (-1.400, -4.939, -3.925)
C (-1.402, -6.333, -3.828)
Si (-0.168, -1.537, -2.504)
C (1.441, -2.058, -3.282)
C (2.709, -1.922, -2.741)
C (3.891, -2.203, -3.469)
C (3.751, -2.638, -4.765)
C (2.484, -2.838, -5.328)
C (1.342, -2.490, -4.603)
H (-0.908, -8.039, -2.626)
H (-0.103, -6.654, -0.749)
H (-0.221, -4.210, -0.814)
H (-1.688, -4.412, -4.838)
H (-1.683, -6.932, -4.696)
H (-0.472, -1.544, -0.900)
H (2.801, -1.574, -1.712)
H (4.866, -2.026, -3.025)
H (4.613, -2.859, -5.417)
H (2.386, -3.222, -6.328)
H (0.395, -2.587, -5.100)

Atomic partial charges in e from the Löwdin method, atoms 1 to 8:
1 Ru 0.59
2 C -0.07
3 N -0.11
4 C -0.14
5 N -0.01
6 C -0.21
7 N 0.11
8 C -0.23

3.
Entry from the OMol25 dataset: a structure of composition C5H9N3O2 (wB97M-V/def2-TZVPD).

Values from the calculation:
energy above the lowest of the compared OMol25 structures with the same formula, charge and spin = 326.3 kJ/mol
LUMO energy = 0.6644 eV
molar mass = 143.1 g mol⁻¹
HOMO level = -9.471 eV

Positions of all 19 atoms, in Å:
O (4.287, 0.822, 0.581)
C (4.182, -0.290, 0.102)
N (3.007, -0.853, -0.307)
C (1.810, -0.163, -0.386)
N (0.719, -0.765, -0.625)
C (-0.479, 0.032, -0.776)
C (-1.635, -0.598, 0.007)
C (-2.869, 0.208, -0.043)
N (-3.894, 0.564, -0.566)
H (5.041, -0.979, -0.008)
H (2.997, -1.838, -0.567)
H (1.898, 0.917, -0.202)
H (-0.331, 1.074, -0.445)
H (-0.746, 0.055, -1.843)
H (-1.861, -1.596, -0.399)
H (-1.352, -0.722, 1.063)
O (-3.381, 1.609, 1.533)
H (-3.153, 0.972, 2.235)
H (-4.240, 1.551, 0.643)

Atomic partial charges in e from the natural (NBO) method, atoms 1 to 8:
1 O -0.57
2 C 0.54
3 N -0.63
4 C 0.28
5 N -0.46
6 C -0.22
7 C -0.52
8 C 0.45